Record 1
The following is a quantum chemistry calculation of an isolated ion of composition C18H25N2O5S and charge +1, from the OMol25 dataset.

molecular weight = 381.47 g mol⁻¹
total charge = +1
E = -43120.130 eV
ΔE to the lowest compared entry with this formula, charge and spin = 6.1 kJ/mol
SMILES = CCCOc1ccc(N2C(=O)C[C@H](SC[C@@H]([NH3+])C(=O)OCC)C2=O)cc1
orbital gap = 8.3 eV
multiplicity = 1

Last column: natural (NBO) charge in e.
Atoms and positions in Å:
C -5.222 -1.433 0.219  -0.6087
H -6.254 -1.267 -0.078  0.2118
C -4.810 -0.432 1.291  -0.4256
C -4.870 1.004 0.764  -0.0676
H -4.684 1.727 1.567  0.1806
H -5.859 1.200 0.345  0.2047
O -3.984 1.224 -0.321  -0.4834
C -2.667 1.386 -0.112  0.3374
C -2.033 1.421 1.131  -0.3049
C -0.664 1.599 1.210  -0.1901
C 0.089 1.737 0.054  0.1281
C -0.528 1.713 -1.193  -0.1938
C -1.890 1.538 -1.269  -0.2493
H -2.391 1.519 -2.223  0.2381
H 0.058 1.821 -2.091  0.2416
N 1.502 1.890 0.142  -0.4722
C 2.292 1.115 0.900  0.7379
O 1.933 0.136 1.552  -0.6619
C 3.714 1.622 0.804  -0.4383
C 3.692 2.607 -0.351  -0.5249
C 2.220 2.839 -0.622  0.7141
O 1.717 3.644 -1.338  -0.4906
H 4.192 3.551 -0.136  0.2704
H 4.149 2.199 -1.257  0.2583
H 3.967 2.111 1.751  0.2800
S 4.953 0.279 0.733  0.2374
C 4.382 -0.785 -0.641  -0.5726
H 5.290 -1.258 -1.008  0.2598
C 3.340 -1.836 -0.236  -0.1695
N 3.283 -2.026 1.234  -0.7191
H 4.221 -2.129 1.635  0.4412
H 2.687 -2.823 1.474  0.4446
H 2.812 -1.119 1.624  0.4847
H 3.575 -2.790 -0.720  0.2514
C 1.920 -1.418 -0.717  0.8084
O 1.737 -0.516 -1.482  -0.5847
O 1.021 -2.197 -0.159  -0.5133
C -0.371 -1.964 -0.475  -0.0811
C -0.735 -2.498 -1.848  -0.6417
H -0.509 -3.559 -1.921  0.2182
H -0.192 -1.963 -2.622  0.2259
H -1.798 -2.355 -2.010  0.2368
H -0.912 -2.487 0.314  0.2039
H -0.563 -0.890 -0.414  0.2157
H 3.969 -0.159 -1.434  0.2739
H -0.186 1.633 2.176  0.2253
H -2.593 1.328 2.047  0.2300
H -3.797 -0.658 1.631  0.1962
H -5.480 -0.506 2.149  0.2180
H -4.592 -1.325 -0.661  0.2053
H -5.130 -2.450 0.592  0.2135

Record 2
The following is a quantum chemistry calculation of C4H5N3O in the gas phase at a distorted geometry, from the OMol25 dataset.

molecular weight = 111.10 g mol⁻¹
E = -10742.436 eV
ΔE to the lowest compared entry with this formula, charge and spin = 499.7 kJ/mol
SMILES = O/N=c1\cc[nH]nc1
orbital gap = 8.6 eV
multiplicity = 1

Last column: natural (NBO) charge in e.
Atoms and positions in Å:
C 0.638 -0.082 0.143  0.1168
C -0.066 1.196 0.250  -0.3595
C -1.428 1.183 -0.115  0.0443
C -0.359 -1.243 0.130  0.0556
H 3.698 -0.032 0.011  0.4697
H 0.355 2.202 0.696  0.2540
H -1.969 2.104 -0.145  0.2017
H -3.299 0.219 -0.601  0.4248
H 0.113 -2.246 0.046  0.2227
N 1.805 -0.614 0.037  -0.1668
N -2.267 0.079 -0.094  -0.4052
N -1.625 -1.129 -0.007  -0.2459
O 2.874 0.386 -0.250  -0.6121

Record 3
The following is a quantum chemistry calculation of C8H14N2O6 in the gas phase at a distorted geometry, from the OMol25 dataset.

molecular weight = 234.21 g mol⁻¹
E = -23786.485 eV
ΔE to the lowest compared entry with this formula, charge and spin = 347.1 kJ/mol
SMILES = N[C@@H](CCC(=O)O)C(=O)N[C@@H](CO)C(=O)O
orbital gap = 10.2 eV
multiplicity = 1

Last column: natural (NBO) charge in e.
Atoms and positions in Å:
C -0.908 0.746 0.159  -0.1162
C 0.424 -0.120 0.468  0.7022
C -2.013 -0.344 -0.126  -0.4294
C -3.498 0.344 0.121  -0.5114
C -4.699 -0.732 0.133  0.7985
C 2.787 -0.341 -0.515  -0.1729
C 3.175 -1.729 -0.275  0.7675
C 3.617 0.495 0.541  -0.0669
H -1.602 2.125 -1.260  0.3775
H -0.289 2.448 -0.505  0.3678
H -1.074 1.218 1.072  0.1982
H -1.794 -0.828 -1.097  0.2226
H -1.992 -1.060 0.784  0.2345
H -3.307 1.026 0.964  0.2367
H -3.582 0.920 -0.810  0.2213
H -3.531 -2.224 -0.768  0.4886
H 1.055 0.616 -1.250  0.4393
H 3.128 -0.074 -1.537  0.2359
H 3.377 0.191 1.547  0.1985
H 4.728 0.438 0.148  0.2094
H 3.676 2.638 0.670  0.4903
H 1.752 -1.621 1.193  0.5103
N -0.724 1.671 -0.948  -0.8462
N 1.310 -0.045 -0.541  -0.5939
O 0.578 -0.745 1.601  -0.6756
O -5.709 -0.515 0.686  -0.5278
O -4.631 -1.867 -0.714  -0.6996
O 4.158 -2.276 -0.811  -0.5874
O 3.087 1.821 0.303  -0.7676
O 2.502 -2.178 0.766  -0.7042

Repeat the third record exactly.
The following is a quantum chemistry calculation of C8H14N2O6 in the gas phase at a distorted geometry, from the OMol25 dataset.

molecular weight = 234.21 g mol⁻¹
E = -23786.485 eV
ΔE to the lowest compared entry with this formula, charge and spin = 347.1 kJ/mol
SMILES = N[C@@H](CCC(=O)O)C(=O)N[C@@H](CO)C(=O)O
orbital gap = 10.2 eV
multiplicity = 1

Last column: natural (NBO) charge in e.
Atoms and positions in Å:
C -0.908 0.746 0.159  -0.1162
C 0.424 -0.120 0.468  0.7022
C -2.013 -0.344 -0.126  -0.4294
C -3.498 0.344 0.121  -0.5114
C -4.699 -0.732 0.133  0.7985
C 2.787 -0.341 -0.515  -0.1729
C 3.175 -1.729 -0.275  0.7675
C 3.617 0.495 0.541  -0.0669
H -1.602 2.125 -1.260  0.3775
H -0.289 2.448 -0.505  0.3678
H -1.074 1.218 1.072  0.1982
H -1.794 -0.828 -1.097  0.2226
H -1.992 -1.060 0.784  0.2345
H -3.307 1.026 0.964  0.2367
H -3.582 0.920 -0.810  0.2213
H -3.531 -2.224 -0.768  0.4886
H 1.055 0.616 -1.250  0.4393
H 3.128 -0.074 -1.537  0.2359
H 3.377 0.191 1.547  0.1985
H 4.728 0.438 0.148  0.2094
H 3.676 2.638 0.670  0.4903
H 1.752 -1.621 1.193  0.5103
N -0.724 1.671 -0.948  -0.8462
N 1.310 -0.045 -0.541  -0.5939
O 0.578 -0.745 1.601  -0.6756
O -5.709 -0.515 0.686  -0.5278
O -4.631 -1.867 -0.714  -0.6996
O 4.158 -2.276 -0.811  -0.5874
O 3.087 1.821 0.303  -0.7676
O 2.502 -2.178 0.766  -0.7042